C2H3N2O2 | wB97M-V/def2-TZVPD

ORCA input file:
```
! RIJCOSX wB97M-V def2-TZVPD def2/J DEFGRID3
* xyz -1 1
C 1.427 -0.106 -0.745
N 0.002 -0.170 -0.479
N -0.376 -0.127 0.691
C -1.874 0.274 1.038
O -2.086 1.466 0.824
O -2.473 -0.744 1.370
H 2.062 0.354 0.020
H 1.522 0.204 -1.777
H 1.796 -1.151 -0.942
*
```

As for the SMILES: C/N=N/C(=O)[O-]. For the relative energy (zero: lowest compared OMol25 entry of this formula, charge and spin), the calculation gives 0.99 kcal per mole. The calculation puts the HOMO-LUMO gap at 7.4 eV.

***

C24H28N2O6 | wB97M-V/def2-TZVPD

ORCA input file:
```
! RIJCOSX wB97M-V def2-TZVPD def2/J DEFGRID3
* xyz 0 1
C 2.725 2.401 3.636
C 3.588 1.697 2.583
C 2.626 1.063 1.565
N 1.312 1.650 1.858
C 0.231 1.348 1.162
C -1.061 1.916 1.466
C -1.244 3.305 1.712
C -2.475 3.773 2.162
C -3.565 2.891 2.293
C -3.411 1.536 1.958
C -2.179 1.047 1.543
C 1.298 2.486 3.066
H 2.712 1.820 4.564
H 3.111 3.401 3.854
H 4.216 2.433 2.069
H 4.234 0.946 3.040
H 2.918 1.257 0.521
H 2.580 -0.035 1.687
H 0.314 0.566 0.401
H -0.412 3.993 1.541
H -2.581 4.832 2.418
H -4.522 3.262 2.660
H -4.261 0.856 2.039
H -2.024 -0.002 1.307
H 0.560 2.146 3.811
H 1.058 3.534 2.826
C -4.177 -0.778 -3.520
C -2.778 -0.239 -3.595
O -2.127 -0.649 -2.366
C -0.801 -0.423 -2.458
C 0.023 -0.902 -1.337
C -0.588 -1.734 -0.302
O -0.190 -1.818 0.871
O -1.656 -2.441 -0.696
C -2.194 -3.263 0.360
C -3.500 -3.774 -0.164
C 1.431 -1.011 -1.505
C 2.246 -1.690 -0.534
C 3.589 -1.940 -0.739
C 4.205 -1.468 -1.915
N 5.613 -1.563 -2.047
O 6.158 -1.114 -3.081
O 6.273 -2.080 -1.116
C 3.449 -0.803 -2.905
C 2.113 -0.540 -2.676
O -0.378 0.133 -3.480
H -4.765 -0.381 -4.352
H -4.176 -1.869 -3.620
H -4.649 -0.494 -2.573
H -2.250 -0.668 -4.456
H -2.746 0.857 -3.675
H -1.493 -4.079 0.581
H -2.338 -2.661 1.265
H -3.934 -4.440 0.579
H -4.189 -2.944 -0.338
H -3.374 -4.334 -1.094
H 1.799 -2.031 0.393
H 4.181 -2.487 -0.003
H 3.936 -0.496 -3.829
H 1.538 0.004 -3.414
*
```

For the relative energy (zero: lowest compared OMol25 entry of this formula, charge and spin), the calculation gives 158.06 kcal per mole. The calculation puts the HOMO-LUMO gap at 5.1 eV.

***

C49H52BrO17P | wB97M-V/def2-TZVPD

ORCA input file:
```
! RIJCOSX wB97M-V def2-TZVPD def2/J DEFGRID3
* xyz 0 1
C 0.282 -3.522 1.778
C 1.665 -4.050 1.246
C 1.954 -3.674 -0.285
C 1.210 -2.395 -0.757
C 1.650 -1.040 -0.347
C 2.909 -0.896 0.599
C 4.261 -0.626 -0.180
C 4.855 0.829 -0.057
C 4.842 1.431 1.393
C 6.402 0.700 -0.454
C 0.915 0.176 -0.771
Br 1.611 1.892 -0.094
C -0.295 0.119 -1.624
C -1.110 1.384 -2.043
C -0.272 2.496 -2.784
C -0.741 3.981 -2.509
C -0.977 4.347 -0.992
C -2.511 4.694 -0.771
O -3.321 3.490 -0.624
C -4.647 3.803 -0.414
C -5.551 2.921 0.515
O -5.174 4.758 -0.944
C -0.718 -1.231 -2.022
C 0.006 -2.450 -1.603
C -0.588 -3.830 -2.062
O 0.070 -4.738 -2.506
C -2.150 -3.903 -1.933
C -2.855 -5.059 -1.397
C -4.308 -4.965 -1.296
C -5.061 -3.763 -1.704
P -6.923 -3.873 -1.419
C -7.082 -3.296 0.383
O -7.753 -2.729 -2.344
C -4.345 -2.603 -2.249
C -5.093 -1.302 -2.661
C -2.872 -2.686 -2.360
C -2.001 -1.490 -2.888
O -2.283 -0.871 -3.884
H 0.294 -2.435 2.068
H -0.587 -3.749 1.098
H 0.070 -4.095 2.728
H 1.716 -5.167 1.339
H 2.457 -3.639 1.934
H 1.745 -4.585 -0.890
H 3.057 -3.445 -0.374
H 2.660 -0.152 1.395
H 3.031 -1.880 1.135
H 4.141 -0.856 -1.269
H 5.017 -1.369 0.211
H 4.405 1.488 -0.841
H 5.240 0.709 2.151
H 3.799 1.702 1.726
H 5.422 2.393 1.418
H 6.542 0.199 -1.446
H 6.831 -0.009 0.317
H 6.931 1.684 -0.368
H -1.965 1.124 -2.728
H -1.610 1.747 -1.097
H -0.431 2.322 -3.890
H 0.835 2.423 -2.635
H -1.620 4.225 -3.168
H 0.096 4.648 -2.874
H -0.723 3.493 -0.315
H -0.415 5.244 -0.632
H -2.850 5.200 -1.712
H -2.679 5.319 0.147
H -5.333 3.107 1.596
H -5.511 1.843 0.217
H -6.615 3.250 0.351
H -2.280 -5.966 -1.081
H -4.861 -5.833 -0.854
H -6.863 -2.188 0.444
H -8.060 -3.579 0.836
H -6.233 -3.792 0.938
H -7.743 -1.871 -1.872
H -4.406 -0.460 -2.936
H -5.884 -1.482 -3.434
H -5.636 -0.943 -1.732
O 13.854 -0.675 1.154
C 12.722 -0.248 1.281
C 11.648 -1.029 1.895
C 10.416 -0.523 1.997
O 9.411 -1.221 2.560
C 10.089 0.845 1.491
O 8.948 1.259 1.589
C 11.167 1.635 0.899
C 12.401 1.130 0.800
O 13.410 1.839 0.261
H 11.897 -2.018 2.255
H 8.629 -0.638 2.511
H 10.921 2.629 0.553
H 14.192 1.254 0.304
O -5.463 6.271 -3.502
C -6.529 6.158 -4.074
C -6.719 6.561 -5.468
C -7.913 6.436 -6.055
O -8.110 6.798 -7.337
C -9.091 5.888 -5.318
O -10.166 5.809 -5.888
C -8.900 5.463 -3.935
C -7.704 5.583 -3.343
O -7.512 5.194 -2.071
H -5.860 6.959 -5.991
H -9.051 6.610 -7.519
H -9.758 5.052 -3.420
H -6.566 5.379 -1.861
O 0.416 -4.166 9.890
C 0.687 -4.084 8.706
C 1.590 -5.019 8.036
C 1.870 -4.877 6.737
O 2.696 -5.727 6.098
C 1.281 -3.768 5.928
O 1.578 -3.665 4.751
C 0.360 -2.847 6.591
C 0.076 -2.990 7.890
O -0.770 -2.157 8.523
H 2.011 -5.816 8.633
H 2.734 -5.409 5.175
H -0.073 -2.059 5.991
H -0.803 -2.471 9.447
*
```

As for the SMILES: CCCc1c(CCC(C)C)c(Br)c(CCCCCOC(C)=O)c2c1C(=O)c1ccc(P(C)O)c(C)c1C2=O.O=C1C=C(O)C(=O)C=C1O.O=C1C=C(O)C(=O)C=C1O.O=C1C=C(O)C(=O)C=C1O. The calculation puts the HOMO-LUMO gap at 6.8 eV.

***

C11H17NO2S | wB97M-V/def2-TZVPD

ORCA input file:
```
! RIJCOSX wB97M-V def2-TZVPD def2/J DEFGRID3
* xyz 0 1
C 3.905 1.056 -1.041
C 2.472 1.463 -1.283
S 1.622 0.098 -2.115
O 2.378 -0.312 -3.260
O 0.246 0.467 -2.309
N 1.778 -1.129 -0.981
C 0.720 -1.257 -0.003
C -0.541 -1.925 -0.550
C -1.676 -1.926 0.478
C -2.018 -0.557 1.006
C -2.151 0.537 0.157
C -2.478 1.782 0.664
C -2.685 1.955 2.022
C -2.558 0.872 2.874
C -2.224 -0.372 2.367
H 4.481 1.877 -0.620
H 4.352 0.754 -1.985
H 3.939 0.210 -0.359
H 1.919 1.656 -0.369
H 2.387 2.316 -1.951
H 2.007 -1.994 -1.448
H 1.111 -1.815 0.854
H 0.478 -0.244 0.325
H -0.844 -1.388 -1.448
H -0.312 -2.956 -0.833
H -1.404 -2.572 1.317
H -2.566 -2.355 0.009
H -1.981 0.427 -0.902
H -2.572 2.622 -0.009
H -2.944 2.928 2.414
H -2.717 0.995 3.936
H -2.125 -1.212 3.041
*
```

As for the SMILES: CCS(=O)(=O)NCCCc1ccccc1. For the relative energy (zero: lowest compared OMol25 entry of this formula, charge and spin), the calculation gives 3.94 kcal per mole. The calculation puts the HOMO-LUMO gap at 9.9 eV.

***

Record-wise E values, in eV: -9197.661; -40603.369; -165790.854; -28103.172
Record-wise HOMO energy values, in eV: -3.273; -6.722; -8.555; -9.097
Record-wise LUMO level values, in eV: 4.1; -1.6; -1.8; 0.8